# 1
DFT (the ωB97M-V functional and the def2-TZVPD basis) results for a structure of composition C2H3ClF2O in a non-equilibrium geometry.

```
! wB97M-V def2-TZVPD RIJCOSX def2/J DEFGRID3
* xyz 0 1
C -0.44 0.18 -0.68
C 0.69 0.49 0.32
H -0.62 -1.73 0.71
H -0.28 -0.44 -1.68
H -1.13 1.02 -0.65
O -1.32 -0.79 0.21
F 1.27 1.63 -0.03
F -0.06 0.50 1.55
Cl 1.89 -0.86 0.26
*
```

Results
Energy above the lowest of the compared OMol25 structures with the same formula, charge and spin (kcal per mole): 64.2
Electronic energy (hartree): -813.06302
F_max (hartree/bohr): 0.1184
Orbital gap (eV): 11.0
Highest occupied orbital energy (hartree): -0.38574

Table of natural (NBO) atomic charges, one value per atom, all in e: number 1, C, carries -0.1721; number 2, C, carries 0.6588; number 3, H, carries 0.4606; number 4, H, carries 0.2374; number 5, H, carries 0.2263; number 6, O, carries -0.7321; number 7, F, carries -0.2984; number 8, F, carries -0.3278; number 9, Cl, carries -0.0526

# 2
DFT (the ωB97M-V functional and the def2-TZVPD basis) results for a cluster of 2 separate species, C2H3ClF2S in total in a non-equilibrium geometry.

```
! wB97M-V def2-TZVPD RIJCOSX def2/J DEFGRID3
* xyz 0 1
C 0.86 -0.28 0.98
C -0.29 0.36 -0.73
F 2.07 0.30 0.67
F 0.41 0.31 2.10
S -1.98 0.36 -0.29
Cl 0.26 -0.68 -1.88
H 0.94 -1.32 1.12
H 0.12 1.40 -0.57
H -2.40 -0.45 -1.39
*
```

Results
Energy above the lowest of the compared OMol25 structures with the same formula, charge and spin (kcal per mole): 58.1
Electronic energy (hartree): -1136.02117
F_max (hartree/bohr): 0.1205
Orbital gap (eV): 9.3
Highest occupied orbital energy (hartree): -0.31923

Table of natural (NBO) atomic charges, one value per atom, all in e: number 1, C, carries 0.5643; number 2, C, carries -0.5086; number 3, F, carries -0.3565; number 4, F, carries -0.3420; number 5, S, carries 0.0418; number 6, Cl, carries 0.0825; number 7, H, carries 0.1283; number 8, H, carries 0.2423; number 9, H, carries 0.1479

# 3
DFT (the ωB97M-V functional and the def2-TZVPD basis) results for a cluster of 2 separate species, C2H3ClF2S in total in a non-equilibrium geometry.

```
! wB97M-V def2-TZVPD RIJCOSX def2/J DEFGRID3
* xyz 0 1
C -0.22 -0.23 -0.66
C -1.05 -1.35 -0.23
F -1.13 -2.33 -1.11
F -0.92 -1.72 0.98
S -3.45 -0.53 -0.22
Cl -3.14 1.37 0.22
H -0.31 -0.23 -1.71
H 0.73 -0.45 -0.35
H -0.53 0.78 -0.16
*
```

Results
Energy above the lowest of the compared OMol25 structures with the same formula, charge and spin (kcal per mole): 42.5
Electronic energy (hartree): -1136.04609
F_max (hartree/bohr): 0.0765
Orbital gap (eV): 8.1
Highest occupied orbital energy (hartree): -0.31421

Table of natural (NBO) atomic charges, one value per atom, all in e: number 1, C, carries -0.7354; number 2, C, carries 0.8861; number 3, F, carries -0.3076; number 4, F, carries -0.2831; number 5, S, carries -0.1342; number 6, Cl, carries -0.1763; number 7, H, carries 0.2480; number 8, H, carries 0.2347; number 9, H, carries 0.2677

# 4
DFT (the ωB97M-V functional and the def2-TZVPD basis) results for a cluster of 2 separate species, C2H3ClF2S in total in a non-equilibrium geometry.

```
! wB97M-V def2-TZVPD RIJCOSX def2/J DEFGRID3
* xyz 0 1
C -0.19 -0.06 -0.57
C 0.59 0.20 -1.59
F 1.90 0.11 -1.28
F 0.43 0.31 -2.94
S -1.92 -0.25 -0.46
Cl 3.04 0.17 2.37
H 0.39 -0.03 0.32
H 3.05 0.68 3.58
H -2.21 0.25 -1.76
*
```

Results
Energy above the lowest of the compared OMol25 structures with the same formula, charge and spin (kcal per mole): 29.0
Electronic energy (hartree): -1136.06757
SMILES: FC(F)=CS.Cl
F_max (hartree/bohr): 0.0413
Orbital gap (eV): 9.5
Highest occupied orbital energy (hartree): -0.32559

Table of natural (NBO) atomic charges, one value per atom, all in e: number 1, C, carries -0.5246; number 2, C, carries 0.7118; number 3, F, carries -0.3246; number 4, F, carries -0.3050; number 5, S, carries 0.0328; number 6, Cl, carries -0.2753; number 7, H, carries 0.2575; number 8, H, carries 0.2762; number 9, H, carries 0.1513

# 5
DFT (the ωB97M-V functional and the def2-TZVPD basis) results for a cluster of 2 separate species, C2H3ClFI in total in a non-equilibrium geometry.

```
! wB97M-V def2-TZVPD RIJCOSX def2/J DEFGRID3
* xyz 0 1
C -0.48 0.00 -1.09
C 0.78 0.33 -1.22
F 1.72 -0.73 -1.42
Cl 1.64 1.71 -0.95
I 0.59 0.76 2.72
H 1.64 -0.27 2.63
H -1.39 0.64 -1.09
H -0.69 -1.01 -1.43
*
```

Results
Energy above the lowest of the compared OMol25 structures with the same formula, charge and spin (kcal per mole): 22.4
Electronic energy (hartree): -935.69817
SMILES: C=C(F)Cl.I
F_max (hartree/bohr): 0.0696
Orbital gap (eV): 10.5
Highest occupied orbital energy (hartree): -0.36297

Table of natural (NBO) atomic charges, one value per atom, all in e: number 1, C, carries -0.4975; number 2, C, carries 0.2989; number 3, F, carries -0.3577; number 4, Cl, carries 0.0830; number 5, I, carries -0.0803; number 6, H, carries 0.0814; number 7, H, carries 0.2386; number 8, H, carries 0.2336

# 6
DFT (the ωB97M-V functional and the def2-TZVPD basis) results for the molecule C2H3ClFN in a non-equilibrium geometry.

```
! wB97M-V def2-TZVPD RIJCOSX def2/J DEFGRID3
* xyz 0 1
C -0.74 -0.70 -0.86
C 0.66 0.60 0.52
N 0.42 0.04 -0.74
F -0.56 1.09 1.08
Cl 1.30 -0.70 1.66
H -0.83 -0.85 -1.95
H -1.55 -0.86 -0.14
H 1.29 1.37 0.42
*
```

Results
Energy above the lowest of the compared OMol25 structures with the same formula, charge and spin (kcal per mole): 18.3
Electronic energy (hartree): -692.75851
SMILES: C=N[C@@H](F)Cl
F_max (hartree/bohr): 0.1276
Orbital gap (alpha / beta) (eV): 10.5 / 10.5
Highest occupied orbital energy (alpha / beta) (hartree): -0.39817 / -0.39818

Table of natural (NBO) atomic charges, one value per atom, all in e: number 1, C, carries -0.0245; number 2, C, carries 0.3525; number 3, N, carries -0.4450; number 4, F, carries -0.3716; number 5, Cl, carries -0.0875; number 6, H, carries 0.2011; number 7, H, carries 0.2015; number 8, H, carries 0.1734

# 7
DFT (the ωB97M-V functional and the def2-TZVPD basis) results for the molecule C2H3ClFNO in a non-equilibrium geometry.

```
! wB97M-V def2-TZVPD RIJCOSX def2/J DEFGRID3
* xyz 0 1
C 0.22 -0.12 0.85
C -0.34 -0.38 -0.54
N -0.49 0.97 -1.29
O 0.12 1.89 -0.85
F -1.55 -0.94 -0.53
Cl 1.61 -1.16 1.39
H -0.70 -0.34 1.49
H 0.70 0.91 0.68
H 0.43 -0.82 -1.20
*
```

Results
Energy above the lowest of the compared OMol25 structures with the same formula, charge and spin (kcal per mole): 77.3
Electronic energy (hartree): -767.94938
SMILES: O=N[C@H](F)CCl
F_max (hartree/bohr): 0.0523
Orbital gap (eV): 9.1
Highest occupied orbital energy (hartree): -0.36006

Table of natural (NBO) atomic charges, one value per atom, all in e: number 1, C, carries -0.4639; number 2, C, carries 0.2209; number 3, N, carries 0.1666; number 4, O, carries -0.2467; number 5, F, carries -0.3150; number 6, Cl, carries -0.0640; number 7, H, carries 0.2520; number 8, H, carries 0.2639; number 9, H, carries 0.1862

# 8
DFT (the ωB97M-V functional and the def2-TZVPD basis) results for the molecule C2H3ClFP in a non-equilibrium geometry.

```
! wB97M-V def2-TZVPD RIJCOSX def2/J DEFGRID3
* xyz 0 1
C 0.51 -0.25 0.21
C -0.97 -0.13 0.73
F 0.42 1.95 1.64
P 0.37 0.33 1.89
Cl -1.89 -1.59 0.99
H 0.87 -1.22 0.16
H 0.66 0.55 -0.56
H -1.40 0.69 0.26
*
```

Results
Energy above the lowest of the compared OMol25 structures with the same formula, charge and spin (kcal per mole): 7.0
Electronic energy (hartree): -979.40422
SMILES: FP1C[C@H]1Cl
F_max (hartree/bohr): 0.0621
Orbital gap (eV): 10.6
Highest occupied orbital energy (hartree): -0.35517

Table of natural (NBO) atomic charges, one value per atom, all in e: number 1, C, carries -0.7516; number 2, C, carries -0.5377; number 3, F, carries -0.5772; number 4, P, carries 1.1272; number 5, Cl, carries -0.0035; number 6, H, carries 0.2438; number 7, H, carries 0.2640; number 8, H, carries 0.2350